(1)
A 3-piece molecular cluster, C18H24BF16I2O4 overall, computed with ωB97M-V/def2-TZVPD.

Positions of all 65 atoms, in Å:
C: 1.0160 -0.1549 2.8764
C: 1.5793 -1.6448 2.4213
C: 1.3872 -1.8135 0.7744
C: 2.8048 -1.3343 0.1023
O: 3.3026 -0.0119 0.6060
B: 4.2765 0.4848 -0.3954
C: 5.6983 0.8532 0.3431
C: 6.2131 -0.2419 1.4493
C: 7.2735 -1.3530 0.8158
I: 6.9566 -3.1933 2.0383
O: 4.2636 -0.4707 -1.5362
C: 2.8370 -0.9362 -1.5122
I: 1.2855 0.5961 -1.9892
H: 0.4278 0.3878 1.9985
H: 0.2460 -0.2657 3.7763
H: 1.9090 0.5717 3.1765
H: 2.7282 -1.7192 2.6822
H: 0.9782 -2.4562 3.0174
H: 0.4862 -1.1442 0.4431
H: 1.1055 -2.9357 0.5916
H: 3.7210 -2.0630 0.1817
H: 4.0305 1.5085 -0.9612
H: 5.5266 1.8718 0.9416
H: 6.5242 1.1067 -0.4627
H: 6.8371 0.3537 2.2724
H: 5.3451 -0.7744 2.0402
H: 7.0772 -1.5711 -0.3292
H: 8.3850 -1.0097 1.0007
H: 2.5216 -1.7811 -2.2642
C: -2.2476 2.5736 -0.4974
C: -1.8997 3.6077 -1.5794
C: -0.8017 4.5924 -1.1963
F: -1.1406 5.3469 -0.1259
F: -0.5607 5.4629 -2.2131
F: -3.0335 4.2536 -1.9608
F: -1.4815 2.9115 -2.6833
O: -3.3922 2.8704 0.3080
C: -3.1460 3.7123 1.4330
C: -3.9047 5.0425 1.3551
F: -3.5554 5.7503 0.2506
F: -3.6228 5.8326 2.4255
F: -1.8105 3.8755 1.5873
F: -3.5641 3.0081 2.5191
H: -2.5225 1.6521 -1.0259
H: -1.3793 2.2898 0.1096
H: 0.1378 4.0762 -0.9744
H: -4.9861 4.8789 1.3216
C: -4.2547 -3.4326 -0.0833
C: -2.9451 -2.6916 0.2283
C: -2.8757 -1.2630 -0.2973
F: -2.9643 -1.2083 -1.6461
F: -1.6868 -0.6884 0.0284
F: -1.8958 -3.4340 -0.2143
F: -2.8197 -2.6503 1.5924
O: -4.2250 -4.3091 -1.2136
C: -4.4749 -3.6895 -2.4740
C: -3.2796 -3.7864 -3.4295
F: -2.1774 -3.1884 -2.9094
F: -3.5399 -3.1588 -4.6076
F: -4.8874 -2.4153 -2.2734
F: -5.5408 -4.3480 -3.0038
H: -4.4446 -4.0983 0.7681
H: -5.1234 -2.7634 -0.1038
H: -3.6700 -0.6418 0.1288
H: -3.0274 -4.8297 -3.6420

Cartesian forces, eV/Å:
-0.05 0.33 0.19
-0.27 0.90 -0.33
0.76 0.19 1.34
0.08 1.75 -1.35
-1.52 -2.53 -0.14
0.89 0.83 0.29
1.26 0.13 0.97
1.30 0.64 0.39
-0.39 1.53 -0.15
0.42 0.60 -0.78
-3.79 -1.89 -0.84
2.55 -1.67 1.41
0.37 -0.22 0.08
1.32 -1.27 1.75
1.74 0.31 -1.77
-2.00 -1.65 -0.60
-2.41 0.05 -0.50
1.20 1.43 -1.25
1.99 -1.29 0.48
0.84 2.07 -0.10
-2.08 0.72 0.11
-0.83 1.11 0.09
0.31 -2.11 -1.24
-1.28 -0.59 1.63
-1.21 -1.42 -1.53
1.55 1.12 -1.58
0.31 0.23 2.57
-2.31 -0.88 -0.47
1.23 1.67 1.34
-0.02 -1.14 -0.11
-0.74 -0.37 -0.23
0.93 0.56 -0.24
0.10 0.03 -0.41
-0.23 -0.23 -0.13
0.24 0.14 0.11
0.24 0.29 0.50
0.53 1.69 1.00
0.91 -2.03 -0.72
-0.34 0.82 -0.27
-0.26 -0.43 0.37
0.08 -0.50 -0.02
-0.92 0.19 0.56
-0.24 0.62 -0.24
-0.02 0.36 -0.05
-0.12 0.30 -0.20
-0.14 -0.20 -0.03
0.13 -0.22 0.05
-0.63 -0.71 0.60
0.48 -0.99 -0.06
0.64 1.03 -0.07
0.17 0.13 0.47
-0.37 -0.32 0.19
-0.32 0.43 0.00
-0.30 0.39 -0.32
0.24 1.38 -1.34
-1.05 -0.23 1.79
1.05 0.11 -0.44
-0.58 -0.44 -0.08
-0.41 -0.16 0.39
-0.04 -0.61 -0.74
0.63 0.09 -0.20
0.31 0.07 -0.22
0.38 0.04 -0.15
-0.09 -0.16 0.08
-0.23 0.01 0.14

## Properties
- net charge = -1
- E_LUMO (eV) = 1.978
- Kohn-Sham gap (eV) = 6.310
- E_tot (a.u.) = -3219.29649

=====

(2)
A 2-piece molecular cluster, C3H5O2S2 overall, computed with ωB97M-V/def2-TZVPD.

Positions of all 12 atoms, in Å:
C: -1.2836 0.2692 0.1902
C: -0.9396 0.5055 1.3120
C: -1.7331 -0.0774 -1.1210
O: 2.1042 1.3048 -0.5285
O: 3.3426 0.6309 1.5457
S: 1.9537 -1.6237 0.3043
S: 2.0723 0.6270 0.7882
H: 0.8432 -1.3725 -0.3928
H: -0.6752 0.4855 2.3573
H: -2.7552 -0.2404 -1.0597
H: -1.5834 0.5740 -2.0007
H: -1.3457 -1.0829 -1.3952

Cartesian forces, eV/Å:
0.41 0.77 0.44
-0.23 -0.46 0.82
1.11 -1.09 -1.53
0.27 -0.51 0.59
-0.18 0.18 -0.54
0.04 -0.28 -0.20
0.38 0.73 0.26
-0.09 -0.14 -0.10
0.01 0.32 -0.66
-2.28 -0.21 0.00
0.44 0.12 0.83
0.13 0.58 0.08

## Properties
- net charge = -1
- E_LUMO (eV) = 3.512
- Kohn-Sham gap (eV) = 7.007
- energy above the lowest of the compared OMol25 structures with the same formula, charge and spin (kcal per mole) = 60.7
- E_tot (a.u.) = -1064.14211

=====

(3)
One molecule with the formula C10H8N2O2S, computed with ωB97M-V/def2-TZVPD.

Positions of all 23 atoms, in Å:
C: 2.1024 1.1539 -0.0619
C: 2.9150 0.0765 0.0529
C: 0.7832 1.0904 -0.3538
C: 2.3258 -1.2001 0.1063
C: 0.1846 -0.1749 -0.3335
C: 1.0081 -1.3055 -0.0454
C: -3.2833 0.7812 -0.5138
C: -1.0979 -2.1859 -0.2245
C: -3.0859 1.0653 0.9343
C: -1.2746 -0.6398 -0.3178
N: 0.2240 -2.4121 0.0617
N: -2.2362 -0.0262 -1.0938
O: -4.1893 1.2282 -1.1772
O: -1.9214 -3.0205 -0.4157
S: -2.0334 -0.2826 1.6378
H: 2.4790 2.1913 0.0848
H: 3.9292 0.2051 0.2197
H: 0.3364 1.9689 -0.3813
H: 2.8378 -2.0535 0.3498
H: -2.6034 1.8933 1.1723
H: -4.0378 0.8734 1.3689
H: 0.5059 -3.3078 0.2090
H: -2.3605 -0.5339 -2.0097

Cartesian forces, eV/Å:
1.57 2.72 -0.24
-1.20 -1.59 0.42
0.22 -4.52 0.82
1.10 1.93 -0.21
-1.67 -0.27 0.33
-2.14 1.71 -0.40
1.49 -0.75 -2.90
0.48 3.00 -0.96
-0.62 -5.69 -0.86
4.38 -1.51 -1.09
-1.59 1.53 -0.14
-2.05 -0.09 -0.73
0.20 -0.20 0.55
-1.61 -1.47 0.02
-0.92 1.01 2.12
0.18 -0.95 -0.33
1.80 0.09 0.32
-2.76 3.64 -0.51
1.66 -1.87 0.40
1.66 4.16 0.98
-0.77 0.62 0.75
1.16 -2.84 0.38
-0.58 1.35 1.26

## Properties
- net charge = 0
- E_LUMO (alpha / beta) (eV) = 0.467 / -3.097
- Kohn-Sham gap (alpha / beta) (eV) = 6.606 / 5.411
- energy above the lowest of the compared OMol25 structures with the same formula, charge and spin (kcal per mole) = 0.0
- ⟨S²⟩ = 2.0173
- E_tot (a.u.) = -1043.91860
- 2S+1 = 3

=====

(4)
C17H19BrN5O2PtS as an isolated structure, computed with ωB97M-V/def2-TZVPD.

Positions of all 46 atoms, in Å:
Pt: -0.1326 1.4964 -0.1278
O: 0.9972 0.4043 3.6079
C: -0.1326 0.0413 4.2860
C: -0.0139 -0.4350 5.5839
C: -1.1457 -0.8107 6.2929
C: -2.4098 -0.7015 5.7242
C: -2.5198 -0.2210 4.4302
C: -1.3929 0.1398 3.6971
C: -1.5285 0.5906 2.2706
O: -0.5833 1.5656 1.9151
N: -1.3884 -0.6341 1.4337
N: -1.1094 -0.4264 0.1464
C: -0.9300 -1.3427 -0.7202
C: -0.6317 -1.0544 -2.1234
Br: -0.6141 0.8074 -2.6131
C: -0.3810 -1.9982 -3.0179
C: -0.1097 -1.9150 -4.4641
C: -0.7684 -1.0259 -5.3124
C: -0.4773 -1.0061 -6.6690
C: 0.4760 -1.8701 -7.1913
C: 1.1223 -2.7733 -6.3571
C: 0.8208 -2.8023 -5.0052
H: 0.6874 0.8984 2.8302
H: 0.9774 -0.5003 6.0201
H: -1.0403 -1.1826 7.3054
H: -3.2941 -0.9804 6.2844
H: -3.4991 -0.1220 3.9700
H: -2.5415 0.9612 2.1066
H: -1.1550 -1.5171 1.8599
H: -1.0280 -2.3916 -0.4465
H: -0.3593 -3.0030 -2.5948
H: -1.5451 -0.3761 -4.9239
H: -1.0059 -0.3211 -7.3214
H: 0.7026 -1.8520 -8.2510
H: 1.8526 -3.4629 -6.7627
H: 1.3159 -3.5175 -4.3557
N: 0.7256 3.6034 0.0575
N: 1.9316 3.6178 0.7495
C: 2.6452 2.4960 0.9504
N: 3.7843 2.6529 1.6203
S: 2.1917 0.9692 0.3842
H: 0.8248 4.0680 -0.8343
H: 0.0188 4.0578 0.6203
H: 2.2770 4.5052 1.0705
H: 4.0725 3.5344 2.0113
H: 4.3137 1.8337 1.8628

Cartesian forces, eV/Å:
0.06 0.08 0.19
-0.03 -0.45 0.68
0.35 0.11 -0.13
0.06 -0.08 0.17
0.08 0.02 0.00
0.03 0.00 0.00
-0.06 0.01 -0.06
-0.13 0.08 0.13
0.23 -0.16 -0.16
-0.28 -0.05 0.35
-0.18 0.37 -0.10
0.24 0.21 0.01
-0.08 -0.29 -0.28
-0.13 0.45 0.46
0.07 -0.17 -0.28
0.06 -0.47 -0.47
0.00 0.01 0.20
-0.13 0.07 -0.04
-0.01 0.00 0.04
-0.01 0.00 -0.01
0.00 0.00 0.01
0.08 -0.11 0.00
-0.16 0.28 -0.35
-0.11 0.00 -0.01
0.01 0.02 -0.05
0.07 0.02 -0.04
0.07 0.00 0.02
-0.12 0.15 -0.11
0.13 -0.09 0.05
-0.01 -0.01 -0.06
0.02 0.05 -0.08
0.08 -0.08 -0.07
0.03 -0.04 0.04
-0.02 0.00 0.07
-0.04 0.04 0.03
-0.03 0.05 -0.05
-0.26 -0.14 -0.10
0.09 -0.20 -0.01
0.10 -0.01 0.10
0.06 -0.12 -0.02
-0.06 0.06 -0.12
0.00 0.18 -0.16
-0.19 0.09 0.09
0.04 0.17 0.07
0.00 0.01 0.00
0.04 -0.04 0.04

## Properties
- net charge = +1
- E_LUMO (alpha / beta) (eV) = -2.794 / -4.330
- Kohn-Sham gap (alpha / beta) (eV) = 7.611 / 6.118
- energy above the lowest of the compared OMol25 structures with the same formula, charge and spin (kcal per mole) = 0.0
- ⟨S²⟩ = 2.0092
- E_tot (a.u.) = -4174.67449
- 2S+1 = 3

=====

> Which of these has the highest E_tot?

C10H8N2O2S

=====

> Which of these has the lowest E_tot?

C17H19BrN5O2PtS

=====

> Look up the E_tot of the second one.

-1064.14211 a.u.